[1]
Computed, not measured: a molecular structure, H24NaO16S, with ωB97M-V/def2-TZVPD.

Properties
ΔE to the lowest compared entry with this formula, charge and spin: 9.8 kcal/mol
LUMO energy (spin up / spin down): -1.8 / -6.3 eV
Multiplicity: 2
Gap between HOMO and LUMO (spin up / spin down): 0.314 / 0.138 Ha
Charge: 0
HOMO energy (spin up / spin down): -10.39 / -10.05 eV

Cartesian coordinates (Å):
Na 2.90869 -1.66570 1.61054
S -0.02946 0.02329 -0.05896
O -1.08961 0.99683 0.02650
O -0.51962 -1.21275 -0.61285
O 0.94060 0.46724 -0.98568
O 0.54010 -0.20508 1.24279
O -1.00234 -1.93962 2.52085
H -0.82603 -2.86978 2.66207
H -0.32558 -1.65781 1.90539
O 1.29516 3.38940 -0.22622
H 2.18831 3.28249 0.10103
H 1.10896 2.57145 -0.68721
O -2.38081 3.21005 -1.75762
H -2.12409 2.45333 -1.23065
H -2.09625 3.96690 -1.24533
O 2.78467 0.91229 2.14369
H 3.09251 1.55736 1.50701
H 1.87936 0.73569 1.88785
O -3.29808 -0.23899 -1.26906
H -2.54726 0.15089 -0.82129
H -2.91166 -0.82704 -1.91799
O -2.55829 1.25895 2.09411
H -2.07298 1.08265 1.28811
H -1.89463 1.23693 2.78353
O 1.27393 -3.25339 -1.27866
H 1.57431 -3.48288 -0.39926
H 0.59625 -2.59262 -1.13596
O -1.36167 -1.18231 -3.25480
H -0.95452 -1.12820 -2.39020
H -1.00532 -1.98375 -3.63815
O -2.50490 -2.87813 -0.01017
H -1.77410 -2.26569 -0.09431
H -2.38041 -3.50023 -0.72691
O -0.34451 0.86714 3.71471
H -0.07199 0.13942 3.15580
H -0.04130 0.62443 4.58957
O 3.22974 -0.67524 -0.75353
H 3.75715 0.07107 -1.03832
H 2.32507 -0.40126 -0.90431
O 2.10091 1.83612 -2.59431
H 2.97043 1.80671 -2.19519
H 1.54946 1.31972 -2.00655

Here are the Mulliken charges for atoms 1 to 6, given in e: atom 1 (Na): 0.918, atom 2 (S): 0.877, atom 3 (O): -0.998, atom 4 (O): -0.126, atom 5 (O): -0.835, atom 6 (O): -0.815

[2]
Computed, not measured: 2 unconnected molecules or ions with the total composition C6H5N, with ωB97M-V/def2-TZVPD.

Properties
ΔE to the lowest compared entry with this formula, charge and spin: 115.4 kcal/mol
LUMO energy: 0.5 eV
Multiplicity: 1
Gap between HOMO and LUMO: 0.384 Ha
Charge: 0
HOMO energy: -9.93 eV

Cartesian coordinates (Å):
C -1.54728 1.10329 -0.48797
C 3.36664 1.22642 -1.55368
C -1.35851 0.09838 0.10971
C 2.84040 0.14931 -1.41445
C 1.78620 -1.93427 -0.73131
C -0.98027 -1.05044 0.90649
N 2.38019 -1.00178 -1.11229
H -1.97159 1.92078 -0.95417
H 3.53799 2.25925 -1.55786
H -0.42200 -0.58204 1.66974
H -1.95622 -1.50435 1.44090
H -0.42876 -1.68437 0.35927

Here are the Mulliken charges for atoms 1 to 6, given in e: atom 1 (C): 0.117, atom 2 (C): -0.619, atom 3 (C): -0.350, atom 4 (C): 0.298, atom 5 (C): -0.102, atom 6 (C): -0.998

[3]
Computed, not measured: a molecular structure, C28H41N10P2Pt, with ωB97M-V/def2-TZVPD.

Properties
ΔE to the lowest compared entry with this formula, charge and spin: 0.0 kcal/mol
LUMO energy: 2.6 eV
Multiplicity: 1
Gap between HOMO and LUMO: 0.253 Ha
Charge: -1
HOMO energy: -4.32 eV

Cartesian coordinates (Å):
Pt -0.24703 0.26040 -0.81629
C 2.99994 3.49149 1.04738
C 2.38660 2.64821 -0.07068
C 3.21020 1.38013 -0.24698
P 0.59103 2.21926 0.11235
C -0.33582 3.76206 -0.31237
C -1.74736 3.67776 0.26924
C 0.28881 5.12239 -0.01836
C 0.34725 1.78615 1.85653
C 0.51537 2.69090 2.90694
C 0.48523 2.31576 4.23538
C 0.66132 3.30639 5.35349
C 0.33598 0.94972 4.48892
C 0.14118 0.02626 3.48696
C 0.05654 0.42001 2.12871
N -0.19097 -0.43787 1.08506
C -0.68127 -1.73956 1.22113
C -1.49563 -2.19183 2.26505
C -1.87294 -3.52074 2.33952
C -1.48607 -4.45676 1.38600
C -1.92273 -5.89430 1.47456
C -0.75624 -3.98955 0.30139
C -0.39487 -2.65354 0.17911
P 0.29840 -1.89169 -1.32847
C 2.00044 -2.56086 -1.49056
C 2.78398 -2.37543 -0.19711
C 2.69701 -1.90430 -2.68169
C -0.61065 -2.56136 -2.79391
C -2.11730 -2.54684 -2.53286
C -0.17315 -3.91714 -3.34278
H 4.04717 3.69906 0.81086
H 2.97940 2.94237 1.99043
H 2.49997 4.44473 1.20407
H 2.41950 3.20847 -1.01386
H 3.19557 0.79100 0.67481
H 4.25045 1.63369 -0.46786
H 2.80959 0.76270 -1.04760
H -0.41555 3.66166 -1.40283
H -1.73040 3.86897 1.34493
H -2.20348 2.70007 0.11618
H -2.38450 4.43130 -0.19934
H 0.38426 5.30103 1.05496
H -0.35780 5.90749 -0.41897
H 1.27154 5.24426 -0.47402
H 0.69188 3.73434 2.66503
H 0.58272 4.32973 4.98357
H 1.63601 3.20771 5.83951
H -0.10004 3.17736 6.12580
H 0.37266 0.59322 5.51429
H 0.06211 -1.01448 3.75513
H -1.87837 -1.48877 2.98838
H -2.51288 -3.83251 3.15875
H -2.11451 -6.18564 2.50803
H -1.16028 -6.56590 1.07547
H -2.84141 -6.07153 0.90927
H -0.49415 -4.68285 -0.49162
H 1.88662 -3.63504 -1.67602
H 2.85007 -1.32138 0.07017
H 3.80119 -2.75724 -0.31886
H 2.31545 -2.90120 0.63584
H 2.82027 -0.83451 -2.50975
H 2.13067 -2.00815 -3.60825
H 3.68556 -2.34452 -2.83614
H -0.39899 -1.79500 -3.54991
H -2.40417 -3.36933 -1.87428
H -2.65046 -2.66646 -3.47863
H -2.44971 -1.62181 -2.06413
H -0.35977 -4.71890 -2.62509
H 0.88065 -3.95101 -3.61967
H -0.75284 -4.15002 -4.23985
N -2.73179 1.38004 -3.00260
C -1.42174 1.38890 -3.41621
N -1.06033 1.83841 -4.60957
N 0.27339 1.65650 -4.64883
N 0.70247 1.14842 -3.55099
N -0.36506 0.95011 -2.73406
C -3.22637 0.91703 -1.79607
N -4.51608 0.87281 -1.50966
N -4.54829 0.39299 -0.24746
N -3.35700 0.13504 0.17152
N -2.47631 0.47918 -0.79497
H -3.40412 1.70254 -3.67552

Here are the Mulliken charges for atoms 1 to 6, given in e: atom 1 (Pt): 3.621, atom 2 (C): -1.817, atom 3 (C): 0.762, atom 4 (C): -1.529, atom 5 (P): -0.914, atom 6 (C): 1.109

In eV, the E_tot values for the records above are, in order, -48399.24440; -7786.79101; -66430.52643.
In hartree/bohr, the strongest force on any atom values for the records above are, in order, 0.055; 0.108; 0.022.